Record 1
Here is a structure of composition C33H20N9O9SeW from the Open Molecules 2025 dataset. Energies are from wB97M-V/def2-TZVPD.

Energy above the lowest of the compared OMol25 structures with the same formula, charge and spin: 1.81 kcal/mol
E_HOMO (alpha / beta): -4.8924 / -4.8952 eV
2S+1: 1
Net charge: -1
HOMO-LUMO gap (alpha / beta): 5.5 / 5.5 eV
LUMO (alpha / beta): 0.02057 / 0.02057 Ha

```
73
C33H20N9O9SeW | the Open Molecules 2025 dataset | wB97M-V/def2-TZVPD
W 0.26114 -0.04997 -0.28150
Se 0.09790 4.83268 1.99338
O -0.36553 -6.20181 0.35165
O -1.20261 -2.74547 -3.46828
O 1.62340 -4.81488 -1.34818
O 1.08414 -1.83410 -0.98899
O -2.99215 0.05398 -0.96872
O -1.05092 -0.72860 -1.79482
O 1.20844 -0.82293 1.42035
O -1.95816 -4.11501 1.74050
O -1.02155 -1.47436 0.59339
N 1.85831 1.16482 0.26747
N 1.30049 0.58851 -2.05736
N 0.16516 3.26324 1.19637
N -0.66088 1.06117 1.63348
N -3.11340 5.32201 -0.74820
N 2.35516 1.12046 1.54636
N -0.86744 4.26471 3.36326
N -0.66637 1.71779 -0.91962
N -1.47053 3.82382 -1.84594
C 2.44004 1.98785 -0.57664
C 2.45643 1.80286 -4.28402
C -1.79821 2.14554 4.04716
C 3.42477 3.02856 -0.16528
C 2.69402 2.29929 -3.03383
C -4.46472 -2.49360 -5.00311
C 0.76330 -4.29194 -0.68182
C -1.07597 2.98215 3.14955
C 2.97072 -0.98190 6.08757
C -1.91543 0.84993 3.70953
C 1.65818 0.66071 -4.41704
C 2.12771 1.66264 -1.91543
C -5.07577 -1.49978 -4.24380
C -3.05415 -1.27985 -2.92886
C -1.09753 2.71056 -1.34320
C 1.80276 -1.48436 4.04761
C -0.26745 -5.01644 0.20024
C -2.45448 -2.28776 -3.69505
C -2.36763 4.57937 -1.23250
C -1.10423 -3.93739 0.90080
C -4.36605 -0.90853 -3.21598
C 3.51390 0.15324 5.49758
C 2.34515 -0.34781 3.45719
C -1.33810 0.35403 2.49630
C 2.11374 -1.79740 5.36281
C 1.09673 0.10048 -3.30130
C 3.20361 0.47129 4.18603
C -0.49956 2.41566 1.94414
C 0.45643 -2.87282 -0.49780
C -2.36703 -0.57825 -1.78995
C -3.16990 -2.88879 -4.73089
C -0.61112 -2.68305 0.34435
C 1.97052 -0.00603 2.06554
H 0.45954 -0.75851 -3.37879
H -0.85391 -2.23813 -2.70761
H 1.13518 -2.10978 3.46913
H 1.45802 0.21608 -5.38090
H 4.18200 0.79063 6.06294
H -2.68446 -3.67209 -5.29821
H 3.32095 3.16609 -2.88052
H -2.20646 2.56361 4.95718
H -1.47486 -0.68916 2.24909
H -6.09214 -1.19393 -4.45343
H 3.21360 -1.22743 7.11380
H 3.23864 3.95353 -0.71430
H -2.44380 0.13959 4.32960
H 1.68761 -2.68150 5.81909
H -5.00660 -2.97001 -5.81133
H 3.61605 1.35175 3.71235
H 3.32431 3.22105 0.89913
H -4.80854 -0.13942 -2.59658
H 4.45586 2.72192 -0.35943
H 2.88372 2.28118 -5.15568
```

Löwdin atomic charge list, values in e, 5 entries: number 1, W, carries 1.859; number 2, Se, carries 1.146; number 3, O, carries 0.143; number 4, O, carries 0.062; number 5, O, carries 0.119



Record 2
Here is a structure of composition C33H21Cl4N12O3SW from the Open Molecules 2025 dataset. Energies are from wB97M-V/def2-TZVPD.

Energy above the lowest of the compared OMol25 structures with the same formula, charge and spin: 63.13 kcal/mol
E_HOMO (alpha / beta): -15.9248 / -15.9248 eV
2S+1: 1
Net charge: +3
HOMO-LUMO gap (alpha / beta): 5.1 / 5.1 eV
LUMO (alpha / beta): -0.39629 / -0.39627 Ha

```
75
C33H21Cl4N12O3SW | the Open Molecules 2025 dataset | wB97M-V/def2-TZVPD
W -0.75050 0.09800 -0.61330
Cl 0.74460 -5.11580 -4.64020
Cl 1.18280 -4.36110 -1.62980
Cl -0.63450 -3.10570 -6.56610
Cl -1.59350 -0.30400 -5.49760
S -2.75420 -1.74650 -1.07940
O -1.06140 -0.02370 -2.46650
O -2.78010 0.84250 -0.01810
O 0.07300 -1.54820 -0.98460
N -6.00980 2.85550 -2.80070
N 1.02500 1.27620 -1.37880
N -0.32480 1.69830 0.75450
N -2.08730 -1.01750 4.14330
N -3.80320 -4.14810 -0.46800
N -3.87940 1.26200 -0.58230
N -4.47830 -2.62630 0.92010
N 1.37060 -0.38220 0.67170
N -1.49640 2.13980 -1.57050
N -1.18250 -0.56500 1.54750
N 2.80430 3.09020 -2.48820
N -2.49680 7.95650 2.79730
C -1.78530 -2.02450 3.33330
C -1.38730 3.02250 2.44260
C 2.08930 3.42060 -1.43670
C 0.40190 -3.28220 -2.69960
C 2.31000 -1.02990 0.86340
C -1.84930 5.80670 3.51270
C -0.88230 4.19420 1.85640
C 0.06990 4.05660 0.83030
C 0.30530 2.80900 0.28330
C 1.17070 2.52900 -0.86410
C -1.50460 6.50310 1.23780
C -4.69490 -4.75090 0.37420
C -1.34070 -1.80920 2.03560
C 2.65910 1.87880 -2.99610
C -2.07880 7.72100 1.57820
C 3.44650 -1.83950 1.05160
C -2.57300 2.41350 -1.94900
C -4.76810 -1.36510 1.54690
C -0.05090 -2.05560 -2.23180
C -0.42780 -2.70130 -4.92330
C 0.20250 -3.60690 -4.05260
C -5.08280 2.50180 -2.23480
C -0.86980 -1.45030 -4.45430
C -1.07060 1.78970 1.89140
C -1.90350 0.20680 3.70910
C -1.43710 0.47150 2.41080
C -3.90070 2.07680 -1.58930
C -0.69710 -1.15150 -3.10470
C -3.68210 -2.84620 -0.14260
C -2.40470 7.05780 3.74780
C -5.10760 -3.80200 1.25030
C 1.78040 0.95320 -2.43520
C -1.38960 5.51600 2.22580
H -4.63580 -1.44300 2.62650
H 2.26250 4.40960 -1.03490
H -2.77220 7.34350 4.72150
H -4.95900 -5.78530 0.28670
H 4.35300 -1.31280 0.74480
H -5.80040 -3.85680 2.06660
H -3.36930 -4.57290 -1.27550
H 3.25630 1.63380 -3.86390
H -1.90910 -3.01820 3.73800
H 3.56900 -2.13100 2.09730
H -4.10600 -0.60160 1.14350
H 3.33850 -2.74190 0.44280
H 0.59130 4.92490 0.46170
H -2.12290 0.99400 4.41820
H -1.09510 -2.63320 1.37080
H -2.19540 8.51870 0.85560
H -5.80460 -1.08790 1.34060
H 1.69170 -0.05350 -2.83880
H -1.19580 6.32090 0.22110
H -2.07050 3.08180 3.27470
H -1.74670 5.10050 4.31920
```

Löwdin atomic charge list, values in e, 5 entries: number 1, W, carries 1.928; number 2, Cl, carries 0.786; number 3, Cl, carries 0.777; number 4, Cl, carries 0.796; number 5, Cl, carries 0.800



Record 3
Here is a structure of composition C33H21Cl4NO2P2S5Tl from the Open Molecules 2025 dataset. Energies are from wB97M-V/def2-TZVPD.

Energy above the lowest of the compared OMol25 structures with the same formula, charge and spin: 19.97 kcal/mol
E_HOMO (alpha / beta): -4.9539 / -4.3795 eV
2S+1: 1
Net charge: -1
HOMO-LUMO gap (alpha / beta): 5.9 / 5.0 eV
LUMO (alpha / beta): 0.03373 / 0.02459 Ha

```
69
C33H21Cl4NO2P2S5Tl | the Open Molecules 2025 dataset | wB97M-V/def2-TZVPD
Tl 1.41810 -1.47324 -0.33709
Cl 2.27850 -4.76174 6.13121
Cl 4.51750 -2.64094 6.16661
Cl 4.92070 -0.73484 3.72971
Cl 0.52220 -5.15544 3.58211
S 1.40940 -3.91384 -2.06229
S 3.11160 -3.48264 -7.57849
S 3.90310 -2.08524 -5.07039
S 3.78440 -1.50364 -2.16219
S 1.77960 -4.05754 -4.98729
P 0.20450 1.16416 -1.77299
P 0.16530 1.06136 1.14511
O 3.11910 -1.33834 1.50371
O 1.19820 -3.28204 1.43571
N -0.67650 1.52366 -0.30819
C -1.43120 4.43096 2.97571
C -2.46350 0.07276 1.66961
C -1.10860 -1.79584 -4.23889
C -0.48750 4.67696 3.95921
C -0.10640 4.67126 -3.82609
C -0.63050 -0.96914 2.82141
C -0.49920 2.54306 -2.77369
C 3.67580 -1.92664 3.71061
C -1.42740 4.70806 -4.24189
C 1.70820 -3.90124 3.64281
C 0.72600 2.72926 3.26631
C 0.35500 3.59076 -3.09629
C -2.28600 3.67246 -3.91299
C -2.01370 -2.50944 -3.46839
C -2.28890 -2.10304 -2.17439
C 3.21740 -2.39304 -3.46959
C -2.86790 -1.73804 3.18921
C -1.66940 -0.98274 -1.64839
C -0.78850 -0.23974 -2.42889
C 1.90020 -3.13044 2.46651
C -0.19110 2.50386 2.24401
C 2.22190 -3.36264 -3.42609
C -1.29020 3.34676 2.12631
C -1.51260 -1.81584 3.46531
C 3.50120 -2.77164 4.78761
C 2.94150 -2.07644 2.50591
C -1.10040 -0.02504 1.91641
C 2.94470 -3.22454 -5.97269
C -0.49540 -0.66974 -3.72179
C 2.50480 -3.75594 4.75921
C -1.82730 2.58976 -3.18379
C 0.57990 3.80826 4.11951
C -3.34200 -0.79334 2.29441
H 0.56190 5.48316 -4.07109
H -0.87700 -2.12744 -5.24109
H -0.59070 5.53606 4.60731
H 0.43210 -1.02934 3.01051
H -2.49460 1.77476 -2.94089
H -4.40020 -0.73424 2.07791
H -1.14380 -2.54214 4.17081
H 1.56340 2.05316 3.37401
H -2.27570 5.09726 2.86161
H -2.49670 -3.38574 -3.87539
H 1.31070 3.98606 4.89541
H -2.84090 0.81646 0.98211
H 1.38770 3.54466 -2.77569
H -3.55590 -2.42334 3.66101
H -1.78530 5.54366 -4.82589
H -3.31910 3.71406 -4.22869
H 0.21890 -0.11514 -4.31709
H -1.87390 -0.68364 -0.63109
H -2.04590 3.16576 1.37381
H -0.90210 2.51386 -0.29599
H -2.97750 -2.66714 -1.56279
```

Löwdin atomic charge list, values in e, 5 entries: number 1, Tl, carries 0.670; number 2, Cl, carries 0.668; number 3, Cl, carries 0.666; number 4, Cl, carries 0.701; number 5, Cl, carries 0.703



Number 1: F_max 0.46 eV/Å, total energy -133560.0010 eV. Number 2: F_max 2.68 eV/Å, total energy -121307.0543 eV. Number 3: F_max 0.95 eV/Å, total energy -167687.4397 eV.